# 1
The following is a quantum chemistry calculation of a cluster of 2 separate species, C9H14FO2 in total at a distorted geometry, from the OMol25 dataset.

The HOMO energy is -4.6 eV. The energy above the lowest of the compared OMol25 structures with the same formula, charge and spin comes out at 50.3 kJ/mol. The total energy comes out at -601.66413 Eh. The HOMO-LUMO gap is 0.2961 Eh. The total charge is -1.

Last column: natural (NBO) charge in e.
Atoms and positions in Å:
C1 1.3620 -2.4124 1.3592  -0.627
C2 2.1759 -1.5833 0.4067  -0.055
C3 2.9837 0.9401 -0.1400  0.690
C4 3.0427 -2.3857 -0.5408  -0.667
C5 -1.9301 0.6748 -0.6867  -0.473
C6 -0.1280 2.3897 -0.7043  -0.663
C7 -1.7296 1.9230 1.3760  -0.659
C8 2.3294 -0.2281 0.5838  0.294
C9 -1.2555 1.5834 -0.0205  0.081
O1 2.6763 2.0999 0.1564  -0.735
O2 3.7051 0.5948 -1.1000  -0.762
F1 1.6816 0.2352 1.7568  -0.393
H1 0.7505 -3.1198 0.7823  0.190
H2 0.7422 -1.7563 1.7825  0.221
H3 2.4809 -3.0036 -1.2140  0.191
H4 3.5451 -1.6086 -1.0460  0.275
H5 3.8482 -2.8600 -0.0233  0.198
H6 -2.6861 0.0494 -0.2054  0.180
H7 -1.5475 0.4230 -1.6427  0.185
H8 1.9234 -2.9968 2.0988  0.197
H9 -0.0825 1.9802 -1.7266  0.206
H10 -0.2367 3.4449 -0.8002  0.201
H11 0.6815 2.3263 -0.0144  0.287
H12 -2.2917 2.8573 1.2091  0.207
H13 -0.8986 2.1590 2.0002  0.220
H14 -2.1741 1.1416 1.9616  0.210

Atomic forces in eV per Å
C 1.501 -1.749 -2.001
C 1.542 0.860 0.446
C 0.278 -0.064 -1.709
C -0.633 1.890 0.327
C -0.027 -1.037 0.251
C -1.954 -1.512 0.541
C 1.035 1.177 -0.874
C -1.259 -1.650 1.711
C -0.311 1.307 0.251
O -0.061 0.060 1.085
O 0.419 -0.605 -0.020
F 0.170 -0.214 -0.880
H 0.164 -0.032 0.041
H -2.661 2.137 2.343
H -0.153 -0.590 -0.220
H 0.690 0.699 -1.471
H 0.178 -1.007 0.609
H 0.145 0.188 -0.279
H -0.212 -0.428 -1.025
H 0.139 0.278 -0.150
H 0.930 0.074 0.565
H -0.930 1.022 0.048
H 1.412 -0.580 -0.342
H -0.320 -0.432 0.782
H 0.980 0.632 0.352
H -1.062 -0.425 -0.382



# 2
The following is a quantum chemistry calculation of a cluster of 4 separate species, C3H17N2O3 in total at a distorted geometry, from the OMol25 dataset.

The HOMO energy is -13.7 eV. The energy above the lowest of the compared OMol25 structures with the same formula, charge and spin comes out at 288.8 kJ/mol. The total energy comes out at -459.43517 Eh. The HOMO-LUMO gap is 0.3895 Eh. The total charge is +1.

Last column: natural (NBO) charge in e.
Atoms and positions in Å:
C1 0.9000 -0.2688 0.8998  -0.238
C2 1.6282 -1.0255 -0.2472  -0.477
C3 1.5093 -0.1234 -1.5730  -0.227
N1 0.1401 -0.3545 -2.1071  -0.895
N2 -0.5509 -0.5159 0.7889  -0.707
H1 1.0343 0.8402 0.6989  0.238
H2 1.2791 -0.6587 1.8988  0.242
H3 1.4530 -2.0186 -0.7029  0.282
H4 2.7109 -1.0477 -0.0614  0.234
H5 1.5114 0.8629 -1.1753  0.172
H6 2.4558 -0.2285 -2.1673  0.222
H7 -0.3387 0.4733 -2.3468  0.375
H8 0.3935 -0.6844 -3.0454  0.392
H9 -0.6001 -1.4633 1.2245  0.471
H10 -1.0763 0.1809 1.3651  0.449
H11 -0.9369 -0.3196 -0.1032  0.457
H12 -1.7876 2.4735 0.9496  0.478
H13 -3.2374 2.2355 0.6833  0.481
O1 -2.4005 1.8436 0.4491  -0.998
H14 -0.6794 -2.0598 -0.8421  0.478
H15 -1.1952 -3.5426 -0.4464  0.495
O2 -0.3708 -2.9556 -0.5194  -0.975
H16 -0.1344 3.4295 2.0833  0.507
H17 -1.2428 2.3362 2.4535  0.493
O3 -0.4646 2.5914 1.8429  -0.949

Atomic forces in eV per Å
C 1.723 -0.333 -0.987
C 1.865 1.507 -2.616
C 0.097 -0.362 2.715
N 1.870 -1.522 -1.571
N -0.186 0.489 4.036
H 0.202 -1.428 0.882
H -0.751 0.970 -1.100
H -0.663 0.271 1.594
H -0.259 0.166 0.566
H 0.378 1.189 -0.082
H -1.476 -0.245 -0.226
H -0.402 1.579 0.002
H -1.010 -0.664 0.205
H -1.148 0.501 -1.307
H 0.355 -0.704 -0.162
H -0.262 -0.610 -1.645
H -0.511 -1.037 -1.741
H -0.965 -0.183 -0.319
O 0.890 0.817 1.043
H 0.406 -1.815 -0.324
H 1.699 1.274 -0.370
O -2.576 -0.160 0.218
H 0.533 1.640 0.804
H 2.251 1.003 -0.707
O -2.060 -2.344 1.091



# 3
The following is a quantum chemistry calculation of a structure of composition C4H11NO at a distorted geometry, from the OMol25 dataset.

The HOMO energy is -7.6 eV. The energy above the lowest of the compared OMol25 structures with the same formula, charge and spin comes out at 647.1 kJ/mol. The total energy comes out at -288.77056 Eh. The HOMO-LUMO gap is 0.2946 Eh.

Last column: natural (NBO) charge in e.
Atoms and positions in Å:
C1 1.4704 -0.8965 0.4176  -0.041
C2 2.6110 -0.5735 1.1775  -0.454
N1 0.2405 -1.3665 0.8864  -0.816
H1 1.5568 -0.7941 -0.6732  0.217
H2 3.4684 -0.1352 0.5948  0.230
H3 2.6011 -0.7127 2.3252  0.208
H4 0.1870 -1.4823 1.9005  0.394
H5 -0.5668 -0.1260 0.8315  0.386
H6 0.1043 -2.2594 0.4226  0.410
C3 -1.7277 1.4472 -1.6969  0.161
O1 -1.4091 0.6593 -2.6565  -0.742
C4 -1.1542 0.6140 -0.1854  -1.015
H7 -2.8358 1.5356 -1.4563  0.117
H8 -1.1740 2.4392 -1.5532  0.113
H9 -1.6774 1.2460 0.6046  0.288
H10 -0.0872 0.7731 -0.4805  0.277
H11 -1.6073 -0.3683 -0.4587  0.268

Atomic forces in eV per Å
C 4.632 1.050 1.604
C -2.774 -0.550 -1.026
N 0.861 -1.050 1.261
H -0.342 -0.054 0.482
H -0.907 -0.590 1.120
H 0.258 0.389 -2.136
H 0.444 -0.276 -0.281
H -1.208 0.821 -2.012
H -0.878 0.009 0.074
C -0.486 0.020 -2.724
O -0.324 1.467 1.138
C 0.744 -1.281 3.484
H 0.944 0.086 0.050
H -0.586 -0.921 -0.137
H 0.748 -0.643 -1.342
H -1.260 0.231 0.315
H 0.136 1.292 0.131



# 4
The following is a quantum chemistry calculation of a cluster of 2 separate species, C12H16N2O in total at a distorted geometry, from the OMol25 dataset.

Its SMILES is Cc1c[nH]c2ccccc12.CCC(N)=O. The HOMO energy is -8.0 eV. The energy above the lowest of the compared OMol25 structures with the same formula, charge and spin comes out at 250.5 kJ/mol. The total energy comes out at -651.54817 Eh. The HOMO-LUMO gap is 0.3171 Eh.

Last column: natural (NBO) charge in e.
Atoms and positions in Å:
C1 2.2317 -1.1518 -1.2915  -0.644
C2 1.8290 -0.7063 0.0311  -0.095
C3 1.7910 -1.4031 1.2957  -0.034
N1 1.3533 -0.5221 2.3028  -0.561
C4 0.9926 0.7341 1.5496  0.149
C5 0.2805 1.7326 2.2236  -0.213
C6 0.1341 2.8877 1.4882  -0.223
C7 0.6027 2.9072 0.1990  -0.218
C8 1.1483 1.9025 -0.5482  -0.212
C9 1.3551 0.6975 0.1858  -0.091
H1 3.1872 -0.7499 -1.5890  0.220
H2 1.6080 -0.6261 -2.0366  0.211
H3 2.1442 -2.1906 -1.6143  0.232
H4 1.9416 -2.4740 1.6613  0.226
H5 0.8430 -0.8895 3.0125  0.388
H6 -0.2219 1.5343 3.2337  0.222
H7 -0.1628 3.7394 2.0117  0.213
H8 0.7524 3.8652 -0.0674  0.203
H9 1.4475 2.2180 -1.5305  0.230
C10 -2.5529 0.2603 -1.9006  -0.623
C11 -1.5759 -0.3733 -0.8546  -0.516
C12 -1.9713 -1.8750 -0.7124  0.682
N2 -1.3630 -2.5920 0.3193  -0.840
O1 -2.8392 -2.4607 -1.3775  -0.628
H10 -2.0712 0.3579 -2.8826  0.220
H11 -2.8054 1.3239 -1.6489  0.208
H12 -3.5968 -0.2496 -1.7426  0.247
H13 -0.5868 -0.3102 -1.3059  0.232
H14 -1.4178 0.0007 0.1300  0.225
H15 -1.7289 -3.4950 0.5450  0.404
H16 -0.7484 -2.0921 0.9130  0.386

Atomic forces in eV per Å
C -0.263 0.130 -2.266
C -0.325 -0.850 2.666
C -0.374 1.236 -1.405
N 1.505 2.799 -6.195
C -0.580 -2.028 3.262
C -0.518 -0.858 0.398
C 0.300 -2.076 1.193
C 0.175 -0.486 0.632
C 0.139 -0.939 1.210
C 0.276 -1.673 1.858
H 0.837 -0.219 0.159
H -0.223 -0.139 0.250
H 0.200 -0.118 0.709
H 0.135 1.613 -1.279
H -1.890 -0.750 2.581
H 1.229 0.524 -1.425
H -0.802 1.469 0.232
H -0.040 3.193 -2.091
H 0.359 -0.794 -0.394
C -1.733 1.106 2.274
C -0.457 -1.703 -2.202
C -1.012 -1.665 0.306
N -0.488 1.375 -1.524
O 1.424 1.345 0.650
H -0.706 -0.843 0.118
H 0.528 -0.675 0.088
H 2.154 0.625 -1.289
H 0.163 -0.355 0.084
H -0.562 0.876 0.720
H -0.005 -0.140 0.056
H 0.555 0.022 0.621